The following is a quantum chemistry calculation of a cluster of 2 separate species, C4H9N3 in total, from the OMol25 dataset.

Each atom is followed by the atoms it is bonded to, with distances in Å.
Atoms and positions in Å:
1 H -2.2019 -0.0652 -1.5800  N2 1.020
2 N -1.7188 -0.8702 -1.1802  H1 1.020, C3 1.258
3 C -1.8213 -1.0012 0.0670  N2 1.258, C4 1.429, H6 1.088
4 C -2.5470 -0.1452 0.9523  C3 1.429, N5 1.147
5 N -3.1454 0.5665 1.6235  C4 1.147
6 H -1.3310 -1.8513 0.5377  C3 1.088
7 C 1.1358 0.8514 -1.0585  C8 1.522, H10 1.089, H11 1.086, H12 1.087
8 C 1.1586 0.6028 0.4427  C7 1.522, N9 1.451, H13 1.094, H14 1.109
9 N 1.8951 -0.6131 0.7321  C8 1.451, H15 1.013, H16 1.012
10 H 0.5899 0.0568 -1.5642  C7 1.089
11 H 0.6556 1.8016 -1.2738  C7 1.086
12 H 2.1512 0.8729 -1.4450  C7 1.087
13 H 1.6727 1.4241 0.9505  C8 1.094
14 H 0.1170 0.5820 0.8217  C8 1.109
15 H 1.9042 -0.8102 1.7261  N9 1.013
16 H 1.4853 -1.4018 0.2481  N9 1.012

Computed properties:
ΔE to the lowest compared entry with this formula, charge and spin = 1.669 eV
E = -322.02901 hartree
HOMO-LUMO gap = 9.134 eV
charge = 0
maximum force = 0.80 eV/A
SMILES = [H]/N=C\C#N.CCN

The following is a quantum chemistry calculation of a cluster of 8 separate species, C48H120N8 in total, from the OMol25 dataset.

Each atom is followed by the atoms it is bonded to, with distances in Å.
Atoms and positions in Å:
1 C -10.6951 16.1324 -2.9037  C2 1.607, H8 1.090, H9 1.090, H10 1.090
2 C -11.2783 16.8434 -1.5856  C1 1.607, N3 1.425, H11 1.090, H12 1.090
3 N -10.9713 18.2327 -1.5052  C2 1.425, C4 1.452, C6 1.456
4 C -11.2739 18.8355 -0.2191  N3 1.452, C5 1.576, H13 1.090, H14 1.090
5 C -10.3982 18.5737 1.0645  C4 1.576, H15 1.090, H16 1.090, H17 1.090
6 C -11.4697 18.9589 -2.6643  N3 1.456, C7 1.481, H18 1.090, H19 1.090
7 C -10.5477 20.0068 -3.1584  C6 1.481, H20 1.090, H21 1.090, H22 1.090
8 H -9.6504 16.3099 -3.1590  C1 1.090
9 H -11.2846 16.2573 -3.8119  C1 1.090
10 H -10.5916 15.0736 -2.6662  C1 1.090
11 H -12.3653 16.7654 -1.5642  C2 1.090
12 H -10.9761 16.3122 -0.6831  C2 1.090
13 H -11.3213 19.9197 -0.3210  C4 1.090
14 H -12.3091 18.5266 -0.0738  C4 1.090
15 H -9.3822 18.9489 0.9417  C5 1.090
16 H -10.6105 19.0448 2.0242  C5 1.090
17 H -10.5362 17.4954 1.1441  C5 1.090
18 H -12.4041 19.4752 -2.4441  C6 1.090
19 H -11.7531 18.3595 -3.5294  C6 1.090
20 H -10.3968 20.7750 -2.4000  C7 1.090
21 H -10.7949 20.5098 -4.0932  C7 1.090
22 H -9.5535 19.5646 -3.2230  C7 1.090
23 C -4.3543 22.3349 -10.2647  C24 1.547, H30 1.090, H31 1.090, H32 1.090
24 C -5.8073 22.8460 -10.4127  C23 1.547, N25 1.478, H33 1.090, H34 1.090
25 N -6.1173 24.2341 -10.0097  C24 1.478, C26 1.401, C28 1.469
26 C -7.3294 24.5053 -9.3625  N25 1.401, C27 1.539, H35 1.090, H36 1.090
27 C -7.5054 23.9431 -7.9407  C26 1.539, H37 1.090, H38 1.090, H39 1.090
28 C -5.8016 25.0980 -11.1556  N25 1.469, C29 1.560, H40 1.090, H41 1.090
29 C -5.2702 26.4281 -10.5382  C28 1.560, H42 1.090, H43 1.090, H44 1.090
30 H -3.7668 22.5326 -11.1614  C23 1.090
31 H -4.3502 21.2449 -10.2526  C23 1.090
32 H -3.9065 22.7408 -9.3576  C23 1.090
33 H -6.2311 22.7010 -11.4064  C24 1.090
34 H -6.4389 22.1950 -9.8083  C24 1.090
35 H -7.4846 25.5769 -9.2371  C26 1.090
36 H -8.2518 24.2929 -9.9030  C26 1.090
37 H -8.1933 24.6472 -7.4725  C27 1.090
38 H -7.9660 22.9605 -7.8383  C27 1.090
39 H -6.5764 24.0664 -7.3840  C27 1.090
40 H -6.6737 25.1848 -11.8036  C28 1.090
41 H -5.0835 24.6991 -11.8721  C28 1.090
42 H -4.8027 27.0119 -11.3312  C29 1.090
43 H -4.4862 26.2892 -9.7938  C29 1.090
44 H -6.1382 26.9546 -10.1415  C29 1.090
45 C 1.8244 19.0176 3.5397  C46 1.596, H52 1.090, H53 1.090, H54 1.090
46 C 1.2310 17.6842 4.1844  C45 1.596, N47 1.457, H55 1.090, H56 1.090
47 N 1.5988 17.6827 5.5938  C46 1.457, C48 1.485, C50 1.482
48 C 0.8403 18.6588 6.4177  N47 1.485, C49 1.561, H57 1.090, H58 1.090
49 C 1.6881 18.9915 7.6851  C48 1.561, H59 1.090, H60 1.090, H61 1.090
50 C 1.7261 16.3286 6.1820  N47 1.482, C51 1.543, H62 1.090, H63 1.090
51 C 0.4343 15.5718 6.5562  C50 1.543, H64 1.090, H65 1.090, H66 1.090
52 H 2.1315 18.8349 2.5099  C45 1.090
53 H 2.8139 19.1177 3.9859  C45 1.090
54 H 1.1383 19.8588 3.6392  C45 1.090
55 H 0.1518 17.7176 4.0354  C46 1.090
56 H 1.6059 16.7897 3.6869  C46 1.090
57 H 0.4735 19.5366 5.8858  C48 1.090
58 H 0.0122 18.2687 7.0095  C48 1.090
59 H 2.7150 19.3249 7.5354  C49 1.090
60 H 1.1278 19.5858 8.4070  C49 1.090
61 H 1.8074 17.9978 8.1167  C49 1.090
62 H 2.3200 16.3055 7.0958  C50 1.090
63 H 2.1958 15.5532 5.5768  C50 1.090
64 H -0.0355 15.1971 5.6468  C51 1.090
65 H -0.1776 16.3223 7.0567  C51 1.090
66 H 0.5835 14.7829 7.2934  C51 1.090
67 C 0.9974 17.3852 -11.5139  C68 1.558, H74 1.090, H75 1.090, H76 1.090
68 C 0.6725 16.4940 -10.2774  C67 1.558, N69 1.474, H77 1.090, H78 1.090
69 N 1.8705 16.0844 -9.5220  C68 1.474, C70 1.506, C72 1.463
70 C 1.5050 15.1981 -8.3604  N69 1.506, C71 1.533, H79 1.090, H80 1.090
71 C 0.8106 13.8696 -8.6809  C70 1.533, H81 1.090, H82 1.090, H83 1.090
72 C 2.5323 17.2244 -8.8873  N69 1.463, C73 1.520, H84 1.090, H85 1.090
73 C 3.9286 17.0020 -8.3289  C72 1.520, H86 1.090, H87 1.090, H88 1.090
74 H 1.5695 16.8904 -12.2988  C67 1.090
75 H 1.4953 18.3171 -11.2460  C67 1.090
76 H 0.1410 17.7048 -12.1075  C67 1.090
77 H -0.0425 17.1011 -9.7223  C68 1.090
78 H 0.2157 15.5745 -10.6434  C68 1.090
79 H 0.7912 15.7257 -7.7278  C70 1.090
80 H 2.2864 14.9496 -7.6423  C70 1.090
81 H 1.1966 13.3026 -9.5280  C71 1.090
82 H -0.2536 14.0441 -8.8393  C71 1.090
83 H 0.9222 13.2258 -7.8084  C71 1.090
84 H 2.8002 17.8210 -9.7594  C72 1.090
85 H 1.8641 17.8668 -8.3137  C72 1.090
86 H 4.5655 16.5860 -9.1096  C73 1.090
87 H 4.4892 17.8921 -8.0432  C73 1.090
88 H 3.9697 16.3761 -7.4374  C73 1.090
89 C -0.9914 13.2104 0.3548  C90 1.534, H96 1.090, H97 1.090, H98 1.090
90 C -1.1978 12.4339 -0.9523  C89 1.534, N91 1.517, H99 1.090, H100 1.090
91 N -2.5622 11.9171 -1.3687  C90 1.517, C92 1.451, C94 1.466
92 C -3.3129 13.0723 -1.8228  N91 1.451, C93 1.556, H101 1.090, H102 1.090
93 C -4.6253 12.6136 -2.5219  C92 1.556, H103 1.090, H104 1.090, H105 1.090
94 C -3.2314 11.2370 -0.2561  N91 1.466, C95 1.545, H106 1.090, H107 1.090
95 C -2.4144 9.9829 0.1282  C94 1.545, H108 1.090, H109 1.090, H110 1.090
96 H -1.2810 14.2610 0.3362  C89 1.090
97 H 0.0437 13.2199 0.6962  C89 1.090
98 H -1.5067 12.7166 1.1786  C89 1.090
99 H -0.8929 13.0684 -1.7845  C90 1.090
100 H -0.3879 11.7074 -1.0169  C90 1.090
101 H -3.5225 13.7073 -0.9620  C92 1.090
102 H -2.8475 13.6739 -2.6035  C92 1.090
103 H -5.0038 13.4927 -3.0435  C93 1.090
104 H -4.5272 11.7424 -3.1695  C93 1.090
105 H -5.4313 12.4332 -1.8105  C93 1.090
106 H -4.1807 10.8473 -0.6234  C94 1.090
107 H -3.4795 11.8448 0.6140  C94 1.090
108 H -1.5026 10.3188 0.6221  C95 1.090
109 H -2.3434 9.3580 -0.7620  C95 1.090
110 H -2.9437 9.4244 0.9002  C95 1.090
111 C 3.1035 27.6105 -8.6471  C112 1.551, H118 1.090, H119 1.090, H120 1.090
112 C 1.9035 26.6809 -8.3309  C111 1.551, N113 1.487, H121 1.090, H122 1.090
113 N 2.1559 25.5811 -7.3629  C112 1.487, C114 1.475, C116 1.516
114 C 3.4266 24.8776 -7.6218  N113 1.475, C115 1.599, H123 1.090, H124 1.090
115 C 3.8358 23.8464 -6.4702  C114 1.599, H125 1.090, H126 1.090, H127 1.090
116 C 0.9177 24.7100 -7.2901  N113 1.516, C117 1.556, H128 1.090, H129 1.090
117 C -0.0962 25.5704 -6.4814  C116 1.556, H130 1.090, H131 1.090, H132 1.090
118 H 2.9318 28.2206 -9.5339  C111 1.090
119 H 4.0482 27.1457 -8.9292  C111 1.090
120 H 3.1218 28.2567 -7.7695  C111 1.090
121 H 1.1685 27.3763 -7.9256  C112 1.090
122 H 1.5178 26.2880 -9.2716  C112 1.090
123 H 3.3571 24.3371 -8.5658  C114 1.090
124 H 4.2387 25.6002 -7.7005  C114 1.090
125 H 2.9162 23.2638 -6.4159  C115 1.090
126 H 4.6650 23.2959 -6.9147  C115 1.090
127 H 4.0606 24.3092 -5.5093  C115 1.090
128 H 1.0605 23.7563 -6.7819  C116 1.090
129 H 0.6569 24.4072 -8.3042  C116 1.090
130 H -0.7276 25.0393 -5.7692  C117 1.090
131 H -0.8040 26.0592 -7.1509  C117 1.090
132 H 0.3330 26.4128 -5.9388  C117 1.090
133 C -6.1175 11.9619 4.9502  C134 1.633, H140 1.090, H141 1.090, H142 1.090
134 C -7.2041 13.0849 4.4745  C133 1.633, N135 1.489, H143 1.090, H144 1.090
135 N -7.5239 14.0688 5.5458  C134 1.489, C136 1.492, C138 1.472
136 C -8.5937 14.9573 5.0049  N135 1.492, C137 1.507, H145 1.090, H146 1.090
137 C -9.3127 15.6907 6.1075  C136 1.507, H147 1.090, H148 1.090, H149 1.090
138 C -6.3226 14.7838 6.0052  N135 1.472, C139 1.542, H150 1.090, H151 1.090
139 C -5.5706 15.6517 4.9758  C138 1.542, H152 1.090, H153 1.090, H154 1.090
140 H -6.5667 11.3147 5.7035  C133 1.090
141 H -5.1430 12.3366 5.2634  C133 1.090
142 H -5.8800 11.2470 4.1624  C133 1.090
143 H -6.9845 13.7001 3.6019  C134 1.090
144 H -8.1142 12.5610 4.1821  C134 1.090
145 H -8.1213 15.6459 4.3043  C136 1.090
146 H -9.2720 14.3251 4.4319  C136 1.090
147 H -9.6761 15.0805 6.9344  C137 1.090
148 H -8.6562 16.4658 6.5028  C137 1.090
149 H -10.2166 16.1257 5.6809  C137 1.090
150 H -5.5860 14.1088 6.4409  C138 1.090
151 H -6.7486 15.4244 6.7774  C138 1.090
152 H -6.0564 16.6223 4.8762  C139 1.090
153 H -5.5422 15.1480 4.0096  C139 1.090
154 H -4.5842 15.8825 5.3782  C139 1.090
155 C -3.8760 18.9632 -1.0346  C156 1.549, H162 1.090, H163 1.090, H164 1.090
156 C -2.8394 19.6956 -1.9218  C155 1.549, N157 1.458, H165 1.090, H166 1.090
157 N -2.9944 19.5102 -3.3598  C156 1.458, C158 1.480, C160 1.440
158 C -1.7912 19.9203 -4.1176  N157 1.480, C159 1.598, H167 1.090, H168 1.090
159 C -0.4742 19.0179 -4.0496  C158 1.598, H169 1.090, H170 1.090, H171 1.090
160 C -4.2278 20.0685 -3.8510  N157 1.440, C161 1.573, H172 1.090, H173 1.090
161 C -4.5893 19.6089 -5.3113  C160 1.573, H174 1.090, H175 1.090, H176 1.090
162 H -3.4520 18.5848 -0.1044  C155 1.090
163 H -4.1914 18.0814 -1.5922  C155 1.090
164 H -4.7398 19.5991 -0.8408  C155 1.090
165 H -2.7752 20.7365 -1.6047  C156 1.090
166 H -1.9247 19.2475 -1.5337  C156 1.090
167 H -1.4164 20.8944 -3.8034  C158 1.090
168 H -1.9771 19.8367 -5.1884  C158 1.090
169 H -0.6279 17.9403 -4.1069  C159 1.090
170 H 0.1234 19.0694 -3.1394  C159 1.090
171 H 0.2381 19.3844 -4.7888  C159 1.090
172 H -5.0867 19.7232 -3.2755  C160 1.090
173 H -4.1907 21.1576 -3.8742  C160 1.090
174 H -5.5733 19.9586 -5.6233  C161 1.090
175 H -3.8676 20.0348 -6.0084  C161 1.090
176 H -4.4523 18.5333 -5.4234  C161 1.090

Computed properties:
ΔE to the lowest compared entry with this formula, charge and spin = 6.013 eV
E = -2338.53451 hartree
HOMO-LUMO gap = 8.428 eV
charge = 0
maximum force = 3.55 eV/A
SMILES = CCN(CC)CC.CCN(CC)CC.CCN(CC)CC.CCN(CC)CC.CCN(CC)CC.CCN(CC)CC.CCN(CC)CC.CCN(CC)CC